The following is a quantum chemistry calculation of a molecular structure, C18H37HfO3P3 in a non-equilibrium geometry, from OMol25.

XYZ file:
```
62
Properties=species:S:1:pos:R:3:forces:R:3
P -1.24128 3.87744 -1.40110 -0.268 -0.350 0.348
C -2.58430 3.72813 -0.19933 -0.427 0.148 0.208
H -3.40972 4.41298 -0.46120 0.297 -0.248 0.101
H -2.23846 3.97063 0.81955 -0.003 0.005 -0.512
H -2.96884 2.69355 -0.18416 0.103 0.511 -0.281
C -0.01666 5.09628 -0.87924 0.527 0.075 0.147
H 0.94988 4.93903 -1.39815 -0.597 0.005 0.171
H 0.14412 4.98898 0.20511 -0.041 0.081 -0.359
H -0.33998 6.13685 -1.08850 -0.104 -0.654 0.067
C -1.84925 4.25196 -3.05679 -0.107 -0.189 -0.314
H -2.20124 5.29659 -3.10126 0.088 -0.323 0.292
H -2.70152 3.59046 -3.28745 0.377 0.239 -0.022
H -1.05557 4.16053 -3.81757 -0.274 -0.128 0.380
P -1.48703 -3.26340 -2.02175 -0.011 -0.482 0.149
C -3.19165 -3.32786 -1.35829 0.378 0.717 0.309
H -3.69241 -4.23068 -1.74885 0.139 0.374 0.179
H -3.70437 -2.40362 -1.68122 -0.025 -0.562 0.176
H -3.13035 -3.34145 -0.25570 -0.268 -0.124 -0.483
C -1.75927 -3.40678 -3.81850 0.339 0.722 0.165
H -0.81897 -3.18286 -4.33727 -0.290 -0.234 -0.195
H -2.52114 -2.67385 -4.11384 0.173 -0.295 -0.131
H -2.07839 -4.43607 -4.02046 -0.006 0.289 -0.146
C -0.83690 -4.93628 -1.63044 0.353 0.643 0.298
H -1.36142 -5.64487 -2.28810 0.225 0.038 0.383
H -1.02314 -5.13771 -0.56271 0.128 -0.162 -0.469
H 0.24810 -4.95618 -1.82733 -0.418 -0.319 0.068
P 1.69156 -0.72992 3.92855 -0.316 1.495 -0.058
C 0.10969 -1.09372 4.69102 -0.317 -0.141 -0.463
H 0.21897 -0.89323 5.77284 -0.011 -0.132 -0.381
H -0.12571 -2.16249 4.51586 -0.012 0.556 0.221
H -0.67046 -0.43720 4.26746 0.264 -0.332 0.258
C 2.92439 -1.79573 4.64720 0.231 -0.505 -0.696
H 3.07004 -1.48583 5.68946 -0.150 0.112 -0.103
H 3.88299 -1.71282 4.12054 -0.151 -0.059 0.144
H 2.56649 -2.83279 4.62455 0.164 0.162 0.022
C 2.15070 0.99669 4.10598 0.157 0.253 0.253
H 2.13267 1.24371 5.18087 0.077 -0.042 -0.249
H 1.41061 1.62332 3.58720 0.281 -0.234 0.085
H 3.17538 1.17435 3.72751 -0.498 -0.084 0.144
Hf 1.11648 -0.53157 -1.05511 -13.044 0.426 6.936
C -0.17716 2.32111 -1.60596 0.946 1.277 -1.004
O -0.22500 1.15512 -1.21388 0.311 -0.435 0.447
C 1.46277 -1.09423 2.08792 0.196 -1.139 -0.895
O 1.32464 -0.49765 1.00582 0.478 0.176 2.224
C 2.91706 -1.79163 -1.30418 1.904 -0.282 0.143
C 3.23636 -0.44906 -0.93583 3.119 -0.675 -1.365
C 2.72882 0.63142 -1.73602 2.290 0.789 -0.437
C 1.95701 0.32749 -2.89078 0.576 -0.620 -2.090
C 1.50660 -1.00969 -3.14894 2.279 0.542 -2.419
C 1.95331 -2.08353 -2.31649 0.974 -1.225 -1.747
H 3.35435 -2.61542 -0.74563 -0.109 0.096 0.043
H 3.83072 -0.22207 -0.04449 -0.050 -0.232 -0.487
H 2.95561 1.65998 -1.48028 0.052 0.038 -0.100
H 1.68105 1.12725 -3.57600 -0.105 -0.071 0.262
H 0.92770 -1.21708 -4.04993 -0.127 0.094 0.371
H 1.64180 -3.11341 -2.55439 0.357 0.594 0.242
C -1.88897 1.30025 2.25672 -0.135 -0.093 0.251
O -0.61590 1.96571 2.31146 -0.226 0.302 0.290
H -2.35286 1.22596 3.25029 0.054 0.143 -0.257
H -1.70037 0.27469 1.92227 -0.103 0.173 -0.170
H -2.58554 1.81015 1.57161 0.282 -0.382 0.388
H -0.71604 2.73006 2.90731 0.077 -0.319 -0.331
```
Forces are in eV/Å.

Values from the calculation:
* frontier orbital gap (spin up / spin down): 3.95 / 3.78 eV
* net charge: +4
* 2S+1: 1
* LUMO level (spin up / spin down): -15.00 / -15.08 eV
* E_HOMO (spin up / spin down): -18.952 / -18.861 eV

---

The following is a quantum chemistry calculation of a molecular structure, C18H37NO7P2PtSi, from OMol25.

XYZ file:
```
67
Properties=species:S:1:pos:R:3:forces:R:3
Pt 1.35248 -0.02803 0.51280 -0.862 -0.285 -0.277
O 0.79824 2.00150 4.27323 0.008 0.159 -0.043
P 1.66066 0.84148 3.60688 -0.021 -0.467 -0.456
O 2.19334 -0.09418 4.61497 0.114 0.067 0.043
O 0.81481 0.17283 2.49407 0.459 0.580 0.273
O 2.86477 1.64249 2.85360 -0.298 0.149 -0.078
P 2.72622 3.12836 2.13060 -0.179 -0.292 0.095
O 4.30166 3.48769 2.02166 0.134 0.055 0.004
O 2.10027 4.02560 3.16011 -0.054 0.022 0.079
O 2.16176 2.99852 0.76963 0.196 0.025 0.117
H 1.13602 2.89780 3.98749 -0.034 -0.109 -0.051
H 4.60979 3.67926 2.91444 0.023 0.009 -0.031
C 2.43100 1.79389 -2.26265 -0.071 -0.032 -0.044
C 2.79531 0.34846 -2.15000 -0.126 -0.193 -0.013
C 3.70541 -0.34683 -2.91744 -0.009 -0.073 -0.013
C 3.73756 -1.68141 -2.42468 -0.045 0.085 0.010
C 2.84437 -1.73900 -1.37681 -0.160 0.060 -0.129
C 2.58203 -2.91062 -0.47801 0.043 0.073 -0.060
N 2.23528 -0.50842 -1.22556 0.489 0.126 0.267
H 3.21096 2.29917 -2.83851 -0.043 0.054 0.027
H 2.34749 2.27030 -1.28606 0.035 0.010 0.055
H 1.47976 1.94696 -2.78834 0.055 -0.064 0.039
H 4.28643 0.07822 -3.72488 0.004 -0.035 0.018
H 4.35130 -2.50567 -2.76283 0.012 0.044 -0.014
H 3.31200 -3.69157 -0.70642 -0.025 -0.020 0.014
H 1.58333 -3.33550 -0.60324 -0.002 0.018 0.003
H 2.67726 -2.64695 0.57777 0.018 0.010 -0.021
C -2.79654 -0.72783 -2.24232 -0.015 0.022 -0.014
C -1.31327 -0.84281 -1.85937 0.242 -0.032 -0.156
C -0.52945 -0.07547 -2.94381 -0.046 -0.102 0.142
C -0.89956 -2.31134 -2.04551 -0.057 0.001 0.014
Si -0.89584 -0.26840 -0.01214 0.084 0.082 0.065
C -1.77686 1.45262 0.28761 0.071 0.155 -0.027
C -1.22614 2.16909 1.53265 0.021 -0.027 -0.016
C -3.30497 1.36714 0.43536 0.003 -0.006 0.011
C -1.47275 2.40341 -0.88371 0.021 0.009 0.064
C -1.67742 -1.61052 1.19255 0.212 -0.072 0.233
C -1.93149 -1.02841 2.59569 -0.073 -0.004 0.012
C -3.00662 -2.21873 0.72843 -0.004 -0.079 -0.004
C -0.67108 -2.76435 1.39517 -0.054 0.112 -0.004
H -2.93070 -1.17412 -3.23865 -0.009 0.000 0.023
H -3.11333 0.31264 -2.31568 -0.013 0.029 -0.001
H -3.47061 -1.24119 -1.55792 0.014 0.030 -0.033
H -0.79072 -0.48967 -3.92940 -0.036 0.010 0.045
H 0.53941 -0.20158 -2.80816 0.077 0.003 -0.023
H -0.75261 0.98811 -2.96389 -0.001 0.036 0.015
H -1.03347 -2.59572 -3.09918 -0.017 0.019 0.021
H -1.49796 -2.99634 -1.44377 0.108 -0.008 -0.041
H 0.15191 -2.45171 -1.80392 0.082 -0.011 0.018
H -1.27960 1.57724 2.44216 -0.026 -0.009 0.002
H -1.79840 3.09577 1.69057 0.001 -0.034 -0.038
H -0.18157 2.44641 1.38464 -0.020 -0.009 0.015
H -3.60170 0.85127 1.34963 -0.011 0.031 -0.068
H -3.79513 0.87363 -0.40409 -0.011 -0.016 -0.016
H -3.70762 2.38839 0.49705 0.007 -0.022 0.000
H -0.39597 2.47344 -1.06508 -0.055 -0.004 -0.008
H -1.82973 3.41007 -0.62325 0.031 -0.037 0.004
H -1.97613 2.11249 -1.80558 -0.015 -0.029 -0.050
H -2.72073 -0.27489 2.59898 0.030 -0.060 0.018
H -1.03181 -0.58475 3.01198 -0.014 -0.039 0.008
H -2.25604 -1.84242 3.26166 0.000 0.013 -0.047
H -3.77776 -1.46349 0.56114 0.001 0.008 0.037
H -3.37328 -2.89601 1.51324 -0.002 0.019 -0.013
H -2.90350 -2.80993 -0.18263 -0.080 0.036 0.057
H 0.27555 -2.39132 1.79398 -0.097 0.004 -0.026
H -0.45965 -3.30035 0.46877 0.013 -0.001 -0.005
H -1.08636 -3.48476 2.11501 -0.022 0.005 -0.027
```
Forces are in eV/Å.

Values from the calculation:
* frontier orbital gap: 6.58 eV
* net charge: -2
* 2S+1: 1
* LUMO level: 4.66 eV
* E_HOMO: -1.921 eV

---

The following is a quantum chemistry calculation of a molecular structure, C18H37NO7P2PtSi in a non-equilibrium geometry, from OMol25.

XYZ file:
```
67
Properties=species:S:1:pos:R:3:forces:R:3
Pt 1.25118 0.15054 0.45253 -0.457 0.921 0.537
O 5.44028 -1.91206 0.92522 0.044 0.220 0.045
P 4.54100 -0.70010 0.35485 0.096 -0.018 -0.343
O 5.41779 0.35271 -0.19909 -0.048 -0.032 0.116
O 3.35198 -1.21857 -0.39333 0.159 -0.016 -0.100
O 3.84974 -0.12598 1.78235 0.060 -0.013 0.170
P 2.95930 -1.10884 2.69078 0.141 0.012 0.270
O 2.88691 -0.23859 4.06796 -0.142 -0.039 -0.235
O 3.68480 -2.39003 2.92955 -0.128 0.080 0.031
O 1.53649 -1.14074 2.17264 0.145 -0.254 -0.283
H 4.95382 -2.31924 1.67552 -0.084 -0.162 -0.045
H 3.77800 0.03201 4.30966 0.047 -0.052 0.006
C 0.42361 3.15922 1.74337 0.003 -0.032 -0.076
C 0.94615 3.14908 0.33869 -0.073 0.076 0.054
C 1.28167 4.23867 -0.43918 -0.020 0.015 0.096
C 1.86446 3.73728 -1.62989 0.037 -0.106 -0.111
C 1.86251 2.36024 -1.52709 0.136 0.147 0.019
C 2.47497 1.34388 -2.43604 -0.033 0.044 0.026
N 1.27846 2.00381 -0.34014 0.228 -0.553 -0.316
H 0.62747 4.13538 2.18969 -0.013 0.011 0.008
H 0.91561 2.39371 2.34655 -0.002 0.010 0.000
H -0.65336 2.97926 1.81774 0.065 -0.014 -0.005
H 1.16244 5.27247 -0.14509 -0.008 0.004 -0.015
H 2.28707 4.30426 -2.44776 -0.023 0.000 0.006
H 2.40980 1.66311 -3.47999 0.011 0.022 0.009
H 1.97428 0.38322 -2.32346 0.011 0.000 -0.012
H 3.52344 1.16970 -2.17800 -0.028 -0.014 0.004
C -1.91094 -2.98219 -1.22050 -0.021 0.051 0.030
C -0.65002 -2.10460 -1.12805 -0.185 0.106 0.000
C 0.46047 -2.95513 -0.49550 0.167 -0.028 -0.057
C -0.20592 -1.80699 -2.56588 0.067 -0.041 0.014
Si -0.87420 -0.42167 -0.11685 -0.101 -0.481 0.151
C -1.96264 0.80078 -1.20941 0.042 -0.057 0.011
C -3.19394 0.12610 -1.83879 0.065 -0.031 -0.037
C -2.45419 1.98179 -0.36810 0.015 0.092 -0.030
C -1.16951 1.41222 -2.37283 0.042 0.054 0.000
C -1.87550 -0.85277 1.53528 -0.139 0.077 -0.093
C -1.64156 0.27163 2.55551 0.058 -0.080 0.016
C -3.39497 -1.03463 1.36322 0.067 0.069 -0.025
C -1.36195 -2.14063 2.19564 0.066 0.020 0.066
H -1.68149 -3.86969 -1.82718 0.016 -0.003 -0.009
H -2.75600 -2.47550 -1.69266 0.046 -0.023 0.041
H -2.23612 -3.34092 -0.24341 -0.011 0.005 -0.021
H 0.56837 -3.87811 -1.08649 -0.009 -0.001 0.020
H 0.24210 -3.24487 0.53208 0.062 0.044 -0.051
H 1.42977 -2.44580 -0.50644 -0.102 -0.043 0.036
H 0.06856 -2.74875 -3.06197 -0.001 -0.002 0.019
H 0.67356 -1.16093 -2.58238 -0.036 -0.029 -0.031
H -0.99680 -1.34512 -3.16054 0.037 -0.025 0.008
H -3.82770 -0.39625 -1.12348 0.007 -0.008 0.020
H -2.90175 -0.58240 -2.61683 -0.047 0.020 0.035
H -3.80682 0.89916 -2.32305 -0.001 0.013 0.001
H -3.18087 1.69245 0.39030 -0.010 -0.032 0.056
H -2.94075 2.71563 -1.02731 -0.003 -0.026 0.015
H -1.61989 2.48632 0.11559 0.008 0.048 -0.003
H -0.76240 0.65737 -3.04523 0.020 0.085 0.020
H -0.34890 2.03711 -2.02552 -0.078 -0.031 -0.019
H -1.84672 2.05076 -2.95934 -0.011 -0.020 -0.012
H -1.99574 1.23887 2.20022 0.016 0.032 -0.013
H -0.57598 0.35441 2.78283 -0.083 0.042 0.003
H -2.18043 0.04237 3.48680 0.000 -0.026 -0.002
H -3.90242 -0.11904 1.05456 0.018 -0.005 -0.021
H -3.82936 -1.33252 2.32813 0.017 0.005 0.013
H -3.63900 -1.81826 0.64290 -0.010 0.007 -0.004
H -0.28649 -2.10314 2.37121 -0.121 -0.044 -0.016
H -1.60009 -3.03279 1.61559 0.004 0.011 0.008
H -1.86169 -2.24868 3.16985 0.003 0.000 0.006
```
Forces are in eV/Å.

Values from the calculation:
* frontier orbital gap: 6.39 eV
* net charge: -2
* 2S+1: 1
* LUMO level: 4.66 eV
* E_HOMO: -1.733 eV

---

| no. | energy (hartree) |
| --- | --- |
| 1 | -2004.08828 |
| 2 | -2381.43702 |
| 3 | -2381.42104 |